*1*
# C22H24N4O4S

One molecule with the formula C22H24N4O4S (wB97M-V/def2-TZVPD, OMol25).

Summary:
- Structure (SMILES): CCOc1ccc(NC(=O)CSc2nc3ccccc3c(=O)n2CCNC(C)=O)cc1
- E_LUMO: 0.26 eV
- Net charge: 0
- Orbital gap: 7.77 eV

Geometry (Å):
C: -2.90 0.16 1.72
H: 2.21 1.35 -2.44
C: 1.52 -6.05 2.65
H: 1.02 -6.43 1.75
C: -2.48 0.17 0.27
H: 0.04 4.12 3.97
N: -1.54 2.48 -1.34
C: 1.38 3.12 2.63
C: -2.66 2.22 -2.22
C: 0.16 3.68 2.99
C: 1.33 -3.80 1.83
H: 3.47 -5.78 1.74
C: -0.89 3.68 2.10
H: 2.50 2.11 1.10
H: 1.10 -6.57 3.51
H: 2.20 3.12 3.34
H: -2.09 -0.24 2.32
H: -3.43 2.96 -1.98
C: -0.31 1.95 -1.58
O: 1.21 -4.69 2.86
H: -4.28 1.02 -0.19
H: 3.50 -5.97 3.49
H: 3.21 -7.38 2.46
O: -2.97 3.45 0.14
H: -3.11 1.18 2.05
H: -2.35 2.33 -3.26
C: 3.03 -6.31 2.58
H: 2.01 0.54 -4.03
O: -1.38 -0.16 -0.12
H: 1.79 -5.13 0.20
C: 1.46 -1.79 -0.11
C: -3.20 0.79 -1.98
S: -0.06 1.18 -3.14
H: -1.85 4.11 2.35
C: 1.65 0.60 -3.00
H: 0.99 -0.45 1.49
C: 1.10 -2.46 2.17
N: 1.52 -0.74 -1.03
C: 1.56 2.56 1.38
C: 1.68 -3.12 -0.45
C: 1.75 -0.78 -2.35
O: 2.03 -1.76 -3.01
C: 0.50 2.56 0.47
N: -3.47 0.57 -0.58
H: 1.25 0.16 -0.65
C: -1.84 3.06 -0.10
C: -0.73 3.12 0.83
H: -4.11 0.64 -2.55
H: 1.90 -3.38 -1.48
N: 0.68 1.99 -0.76
C: 1.62 -4.11 0.51
C: 1.17 -1.48 1.22
H: 0.88 -2.23 3.20
H: -3.79 -0.44 1.86
H: -2.45 0.06 -2.28

***

*2*
# C22H24N4O4S

One molecule with the formula C22H24N4O4S (wB97M-V/def2-TZVPD, OMol25).

Summary:
- Structure (SMILES): Cc1c(NC(=O)[C@@H]2CCCN2S(=O)(=O)c2ccccc2)c(=O)n(-c2ccccc2)n1C
- E_LUMO: 0.56 eV
- Net charge: 0
- Orbital gap: 8.45 eV

Geometry (Å):
S: -1.89 1.31 1.27
H: -0.85 0.18 -3.46
N: -0.79 2.55 1.24
C: 0.82 -0.50 -1.03
C: 1.49 3.04 1.69
C: 3.95 -5.99 -1.26
H: 0.52 0.61 0.66
H: -5.68 4.28 2.00
C: -4.20 2.40 4.39
C: 1.06 3.75 0.41
N: 0.75 -2.25 -2.41
C: -5.08 3.30 3.81
H: -2.55 1.05 4.04
C: 3.93 -3.58 -1.18
H: 4.48 -6.92 -1.17
C: 0.14 -1.07 -2.06
C: 0.17 1.83 -0.96
H: 1.33 -1.86 -4.40
O: -1.35 0.18 1.97
H: 0.19 1.74 2.90
H: -1.63 -1.40 -3.20
C: 0.86 -2.65 -3.80
H: 0.85 -4.80 -1.91
H: 0.80 4.79 0.62
H: -0.13 -2.85 -4.19
C: 0.15 2.67 2.34
H: 2.10 3.67 2.33
H: -0.91 3.62 -0.56
H: 5.65 -4.78 -0.79
C: -4.03 2.95 1.68
H: -5.83 3.79 4.41
C: -0.20 2.98 -0.02
H: -0.19 3.47 3.01
O: -2.38 1.12 -0.06
C: 2.57 -3.59 -1.51
H: -1.73 -0.11 -1.97
C: -3.17 2.05 2.27
H: 1.46 -3.55 -3.87
C: 1.91 -4.80 -1.70
C: 4.60 -4.78 -1.05
H: -3.95 3.13 0.62
O: 0.21 1.99 -2.16
C: 1.96 -1.33 -0.70
N: 1.90 -2.37 -1.62
C: -3.24 1.77 3.62
H: 2.06 2.14 1.45
H: 1.82 3.73 -0.37
C: -1.09 -0.58 -2.72
H: 4.43 -2.65 -1.01
O: 2.80 -1.20 0.17
H: -4.27 2.18 5.45
C: 2.60 -5.99 -1.58
N: 0.52 0.68 -0.34
H: 2.08 -6.92 -1.73
C: -5.00 3.57 2.45

***

Name the least stable of them. *2*.

***

*1*
# C4H8S2

C4H8S2 as an isolated structure (wB97M-V/def2-TZVPD, OMol25).

Summary:
- E_LUMO: -0.11 eV
- Net charge: 0
- Orbital gap: 8.06 eV

Geometry (Å):
H: 0.26 0.23 2.65
C: 0.78 -0.33 -0.40
H: -1.08 -0.67 2.48
H: 1.86 1.00 -1.81
C: 1.19 0.10 -1.87
H: -2.15 -1.06 -0.39
S: 1.26 -1.80 -0.17
H: -0.16 1.45 0.35
H: 0.18 0.10 -2.63
C: -0.38 0.30 0.53
C: -0.58 0.27 1.96
H: 2.06 -0.93 -2.00
H: -1.44 1.10 2.10
S: -1.79 0.24 -0.80

***

*2*
# C4H8S2

One molecule with the formula C4H8S2 (wB97M-V/def2-TZVPD, OMol25).

Summary:
- Structure (SMILES): CSC[C@H]1CS1
- E_LUMO: 0.97 eV
- Net charge: 0
- Orbital gap: 9.56 eV

Geometry (Å):
H: -2.49 1.12 -0.75
C: 2.71 -0.36 -0.32
H: -3.32 0.55 0.95
S: -2.34 -1.30 -0.18
H: -0.29 0.22 -1.18
H: -1.22 -0.24 1.65
S: 1.22 -0.94 0.46
C: -2.62 0.42 0.10
C: -1.28 -0.11 0.58
C: -0.02 0.22 -0.08
H: 0.38 1.24 0.20
H: 2.74 0.66 -0.52
H: 2.92 -0.93 -1.19
H: 3.61 -0.56 0.30

***

Name the least stable of them. *1*.

***

*1*
# C4H13N2S

An isolated ion of composition C4H13N2S and charge +1 (wB97M-V/def2-TZVPD, OMol25).

Summary:
- Structure (SMILES): NC[C@H]([NH3+])CCS
- E_LUMO: -3.43 eV
- Net charge: +1
- Orbital gap: 8.93 eV

Geometry (Å):
H: 1.40 -0.59 0.11
H: -0.34 -1.69 1.96
N: -1.72 -0.32 2.94
H: -2.37 0.81 1.30
H: 2.79 0.01 -1.68
H: -2.22 -0.19 -0.07
H: -1.86 1.48 0.02
H: 0.06 -1.39 -0.55
H: -1.43 0.03 3.85
C: 0.37 -0.40 -0.21
N: -1.80 0.57 0.47
C: 0.51 0.55 -1.42
H: 0.10 1.16 1.22
C: -0.42 0.26 0.91
H: -0.41 0.62 -2.01
H: -2.20 -1.19 3.08
H: 0.42 -0.40 2.78
C: -0.46 -0.63 2.19
S: 1.81 -0.03 -2.59
H: 0.77 1.57 -1.14

***

*2*
# C4H13N2S

A 2-piece molecular cluster, C4H13N2S overall (wB97M-V/def2-TZVPD, OMol25).

Summary:
- E_LUMO: -3.65 eV
- Net charge: +1
- Orbital gap: 9.77 eV

Geometry (Å):
H: 2.06 -0.63 0.00
N: -0.01 -0.47 -0.17
H: -0.42 1.17 1.07
H: -1.84 -1.47 1.67
H: -2.56 -0.10 0.83
N: 1.72 1.52 -1.34
H: -2.07 0.06 2.51
S: -0.12 0.65 -2.99
C: 1.20 -1.28 -0.13
C: -1.81 -0.39 1.55
H: 0.31 -0.21 1.89
H: -0.27 1.87 -0.89
C: 0.43 1.32 -1.50
H: 2.08 2.04 -0.55
H: -0.77 -0.99 -0.60
H: 2.38 1.11 -1.98
H: 1.18 -1.99 0.71
H: 1.31 -1.84 -1.05
H: -1.43 0.71 -2.72
C: -0.43 0.07 1.13

***

Name the least stable of them. *2*.

***

*1*
# C11H17NO2

One molecule with the formula C11H17NO2 (wB97M-V/def2-TZVPD, OMol25).

Summary:
- Structure (SMILES): COc1ccc(C[C@@H](C)N)cc1OC
- E_LUMO: 0.78 eV
- Net charge: 0
- Orbital gap: 8.66 eV

Geometry (Å):
C: 0.53 0.83 -0.72
C: 0.86 -0.12 1.51
H: -4.02 -0.09 -3.35
C: 0.47 -1.42 1.09
H: 0.34 1.86 2.97
H: -0.46 -1.85 -2.75
C: -3.07 -0.42 -3.79
C: -2.36 -0.65 -2.36
H: -0.36 -2.60 -0.36
C: 0.77 0.91 3.62
N: -2.95 -1.69 -1.61
C: 3.09 1.74 1.53
C: -0.05 -0.44 -1.05
H: -3.30 -1.26 -4.68
H: -2.80 0.61 -4.36
H: 3.44 2.78 1.58
C: -0.57 -0.83 -2.42
H: -2.38 0.48 -2.12
O: 1.62 2.24 0.96
C: 0.99 1.05 0.59
H: -0.34 -0.37 -3.42
H: 3.79 1.25 0.83
H: 1.63 1.51 4.33
H: 3.13 1.06 2.55
H: -2.58 -1.98 -0.74
H: -4.01 -1.62 -1.63
H: 0.48 -2.26 1.80
H: 0.75 1.76 -1.24
C: -0.11 -1.55 -0.07
H: -0.20 0.42 4.31
O: 1.41 -0.03 2.77

***

*2*
# C11H17NO2

A 2-piece molecular cluster, C11H17NO2 overall (wB97M-V/def2-TZVPD, OMol25).

Summary:
- Structure (SMILES): CCc1ccc(O)cc1.CCC(N)=O
- E_LUMO: 0.61 eV
- Net charge: 0
- Orbital gap: 9.14 eV

Geometry (Å):
C: -0.63 0.01 1.87
H: 3.50 -3.22 -2.01
H: 2.22 -1.01 -2.03
C: -3.15 1.46 0.05
H: 1.33 -0.84 2.13
C: -1.32 1.20 1.80
C: 0.63 -1.87 -3.40
H: 1.87 -3.52 -1.27
C: 0.75 0.06 2.18
H: 2.30 -3.97 -2.86
H: -0.88 -0.54 -3.84
H: -3.24 2.15 1.98
C: -0.68 2.38 2.20
H: -0.17 -0.25 -2.33
H: 1.23 3.24 2.95
H: -1.21 3.31 2.08
O: 2.54 1.10 3.30
H: 2.76 1.89 3.79
H: -2.77 2.34 -0.41
C: -2.80 1.27 1.51
H: -4.23 1.41 -0.14
C: 1.97 -1.83 -2.68
H: -2.92 0.62 -0.62
C: 2.42 -3.17 -2.11
H: -3.25 0.37 1.93
C: 0.60 2.40 2.70
H: -0.90 -0.93 1.44
C: 1.27 1.15 2.81
O: 0.40 -2.69 -4.27
H: 2.57 -1.68 -3.59
N: -0.22 -0.84 -3.14

***

Name the least stable of them. *1*.

***

*1*
# CH4NS

A 2-piece molecular cluster, CH4NS overall (wB97M-V/def2-TZVPD, OMol25).

Summary:
- E_LUMO: 4.48 eV
- Net charge: -1
- Orbital gap: 7.14 eV

Geometry (Å):
H: 2.37 -1.04 -1.49
H: -1.51 0.24 -0.98
N: -1.59 0.63 1.12
S: 2.77 -0.21 -0.53
C: -1.02 0.23 0.01
H: -1.06 0.33 1.90
H: 0.04 -0.17 -0.03

***

*2*
# CH4NS

A 2-piece molecular cluster, CH4NS overall (wB97M-V/def2-TZVPD, OMol25).

Summary:
- E_LUMO: 4.30 eV
- Net charge: -1
- Orbital gap: 6.97 eV

Geometry (Å):
C: -1.03 -0.06 0.35
H: -0.24 -1.69 0.89
H: 2.66 1.38 -0.79
H: -0.94 0.03 -0.73
S: 1.93 0.63 -1.60
H: -1.26 0.88 0.89
N: -1.12 -1.16 0.99

***

*3*
# CH4NS

A 2-piece molecular cluster, CH4NS overall (wB97M-V/def2-TZVPD, OMol25).

Summary:
- E_LUMO: 4.22 eV
- Net charge: -1
- Orbital gap: 6.80 eV

Geometry (Å):
S: -1.04 0.59 2.66
H: -0.43 0.08 -0.83
C: 0.53 -0.15 -1.31
H: -2.13 1.20 2.16
H: 0.89 -1.27 0.14
N: 1.26 -1.05 -0.79
H: 0.91 0.58 -2.02

***

Name the least stable of them. *2*.

***

*1*
# C3H4BrNS

One molecule with the formula C3H4BrNS (wB97M-V/def2-TZVPD, OMol25).

Summary:
- E_LUMO (alpha / beta): -0.32 / -0.33 eV
- Net charge: 0
- Orbital gap (alpha / beta): 7.24 / 7.23 eV

Geometry (Å):
C: -1.56 0.76 -0.67
N: 1.05 0.15 0.69
S: -0.74 2.07 -0.01
C: 0.53 -0.98 0.27
H: -1.29 0.62 -1.75
C: 0.79 1.37 0.78
H: -0.07 -1.63 0.93
H: 1.53 2.01 1.26
Br: -3.02 -0.30 0.16
H: 1.02 -1.26 -0.61

***

*2*
# C3H4BrNS

One molecule with the formula C3H4BrNS (wB97M-V/def2-TZVPD, OMol25).

Summary:
- E_LUMO: 0.31 eV
- Net charge: 0
- Orbital gap: 9.46 eV

Geometry (Å):
H: -1.86 0.60 -1.25
S: 0.08 1.55 0.11
Br: 2.73 -0.23 -0.35
C: -0.92 -0.87 0.20
H: 1.68 0.93 1.73
H: -1.72 -1.56 -0.07
H: -0.34 -0.12 -1.47
N: -0.02 -1.06 1.09
C: -0.92 0.27 -0.73
C: 1.29 0.48 0.75

***

Name the least stable of them. *1*.

***

*1*
# CH3O3

A 2-piece molecular cluster, CH3O3 overall (wB97M-V/def2-TZVPD, OMol25).

Summary:
- E_LUMO: 4.38 eV
- Net charge: -1
- Orbital gap: 8.19 eV

Geometry (Å):
O: -2.23 -2.17 -2.52
H: -1.43 -2.10 -1.95
C: 0.44 -0.35 -1.10
H: -2.98 -2.21 -1.88
O: 0.44 -1.54 -1.41
O: 0.00 0.00 0.00
H: 0.77 0.41 -1.85

***

*2*
# CH3O3

A 2-piece molecular cluster, CH3O3 overall (wB97M-V/def2-TZVPD, OMol25).

Summary:
- E_LUMO: 4.65 eV
- Net charge: -1
- Orbital gap: 9.34 eV

Geometry (Å):
H: 0.99 0.40 0.41
C: -1.07 -0.17 -0.73
O: 1.80 0.33 1.11
O: -0.70 -1.27 -1.10
H: -1.95 0.35 -1.44
H: 1.36 -0.24 1.63
O: -0.43 0.61 0.11

***

Name the least stable of them. *2*.

***

*1*
# C7H7N3O2S

One molecule with the formula C7H7N3O2S (wB97M-V/def2-TZVPD, OMol25).

Summary:
- E_LUMO (alpha / beta): -0.36 / -1.47 eV
- Net charge: 0
- Orbital gap (alpha / beta): 8.37 / 6.95 eV

Geometry (Å):
N: -0.98 -0.54 1.30
H: 1.27 -3.23 2.33
C: -0.56 1.79 -2.35
H: 1.64 -1.85 1.24
O: 0.36 0.59 2.76
C: -0.24 -0.04 -1.00
H: -1.78 2.84 -0.08
H: -2.47 1.22 0.22
H: 1.16 -0.54 -3.83
C: -0.39 0.56 1.81
H: 1.33 -1.56 2.97
N: 0.43 -0.67 -1.89
C: 0.60 -0.03 -3.05
H: -0.91 2.78 -2.59
S: -0.70 -2.05 1.75
C: -0.81 1.20 -1.10
C: -1.54 1.79 0.07
N: 0.13 1.16 -3.29
C: 1.08 -2.18 2.12
O: -0.74 1.74 1.23

***

*2*
# C7H7N3O2S

A 2-piece molecular cluster, C7H7N3O2S overall (wB97M-V/def2-TZVPD, OMol25).

Summary:
- Structure (SMILES): [O-]/[N+](O)=N\c1ccccc1.N=C=S
- E_LUMO: -0.34 eV
- Net charge: 0
- Orbital gap: 8.65 eV

Geometry (Å):
O: -2.68 2.04 -1.07
C: 2.03 0.20 1.15
C: 2.16 -1.05 -0.93
C: -2.25 -1.59 0.64
C: 0.94 -0.54 -1.41
C: 0.80 0.63 0.75
H: 2.75 -1.86 -1.52
H: -2.65 1.76 -2.01
H: 0.30 1.20 1.56
H: 3.70 -1.00 0.62
N: -1.70 1.52 -0.26
O: -1.82 1.68 0.97
C: 0.31 0.40 -0.54
C: 2.79 -0.58 0.27
H: 2.45 0.49 2.09
N: -2.56 -0.94 1.57
H: 0.37 -0.75 -2.36
N: -0.84 1.00 -0.98
H: -2.48 0.01 1.85
S: -1.64 -2.61 -0.40

***

Name the least stable of them. *2*.

***

*1*
# C2H7OPS

A 2-piece molecular cluster, C2H7OPS overall (wB97M-V/def2-TZVPD, OMol25).

Summary:
- Structure (SMILES): C=O.CSP
- E_LUMO: 0.55 eV
- Net charge: 0
- Orbital gap: 8.75 eV

Geometry (Å):
P: 0.13 -1.31 -0.72
H: 0.53 0.26 2.69
C: 0.83 0.49 1.70
O: -1.15 0.71 -1.34
H: 0.68 -2.58 -1.06
H: 1.54 1.26 1.73
C: -2.33 0.67 -1.37
H: -0.14 0.87 1.12
H: -2.96 0.96 -2.16
H: -2.75 0.16 -0.41
H: 0.63 -0.46 -1.87
S: 1.56 -0.89 0.76

***

*2*
# C2H7OPS

A 2-piece molecular cluster, C2H7OPS overall (wB97M-V/def2-TZVPD, OMol25).

Summary:
- Structure (SMILES): C=C.OPS
- E_LUMO: 0.60 eV
- Net charge: 0
- Orbital gap: 9.80 eV

Geometry (Å):
S: 0.12 -0.03 1.46
O: -2.16 1.22 2.83
C: 1.08 -1.67 -1.95
H: 0.49 0.23 -2.87
H: 0.38 -2.26 -2.47
P: -1.33 1.63 1.51
H: 1.83 0.12 -1.48
C: 1.09 -0.41 -2.10
H: 1.18 0.59 2.23
H: -2.06 1.88 3.53
H: 1.49 -2.40 -1.17
H: -2.11 1.10 0.48

***

Name the least stable of them. *1*.

***

*1*
# CHBrF2N2O2

A 2-piece molecular cluster, CHBrF2N2O2 overall (wB97M-V/def2-TZVPD, OMol25).

Summary:
- E_LUMO (alpha / beta): -2.14 / -3.76 eV
- Net charge: 0
- Orbital gap (alpha / beta): 8.95 / 5.64 eV

Geometry (Å):
F: 0.17 0.92 1.72
H: 0.66 0.11 -1.33
C: 0.02 0.18 -0.47
O: -2.02 -0.58 -1.16
F: 2.09 0.62 0.62
Br: 1.57 -2.68 -0.13
O: -1.86 0.64 0.58
N: 0.74 0.78 0.51
N: -1.38 0.01 -0.34

***

*2*
# CHBrF2N2O2

One molecule with the formula CHBrF2N2O2 (wB97M-V/def2-TZVPD, OMol25).

Summary:
- Structure (SMILES): O=[N+]([O-])[C@H](Br)N(F)F
- E_LUMO: -0.66 eV
- Net charge: 0
- Orbital gap: 10.76 eV

Geometry (Å):
F: 1.48 -1.15 1.33
C: 0.04 0.33 0.36
H: -0.50 0.22 1.43
F: 0.45 -1.79 -0.46
O: -1.98 -0.22 -0.60
N: -0.94 0.35 -0.79
N: 1.05 -0.68 0.11
Br: 0.97 2.03 0.41
O: -0.57 0.91 -1.78

***

Name the least stable of them. *1*.